Entry 1:
Molecular formula: C36H54NO7Sr
Method: DFT, ωB97M-V/def2-TZVPD

```
! RIJCOSX wB97M-V def2-TZVPD def2/J DEFGRID3
* xyz 1 1
Sr -2.83 3.26 0.03
C 0.04 -0.30 -0.03
C 0.25 1.14 -0.50
C 0.73 1.16 -1.95
O -0.88 1.90 -0.35
H -0.71 -0.81 -0.64
H -0.35 -0.28 0.99
H 0.97 -0.88 -0.01
H 1.08 1.54 0.13
H 0.98 2.17 -2.28
H -0.03 0.73 -2.62
H 1.62 0.54 -2.11
C 2.42 4.31 -1.12
N 2.71 5.08 0.13
O 2.70 6.29 0.05
O 2.92 4.45 1.14
H 2.77 3.29 -1.01
H 2.83 4.80 -2.00
H 1.33 4.30 -1.19
C -1.16 4.62 -3.09
O -2.04 3.67 -2.50
C -2.75 2.90 -3.46
C -3.14 1.58 -2.90
O -3.95 1.70 -1.73
C -5.10 0.84 -1.74
H -1.70 5.41 -3.61
H -0.47 4.13 -3.79
H -0.55 5.05 -2.30
H -2.11 2.72 -4.33
H -3.64 3.46 -3.78
H -2.26 0.98 -2.64
H -3.68 1.04 -3.68
H -4.83 -0.15 -2.10
H -5.88 1.24 -2.39
H -5.47 0.79 -0.72
C -3.44 0.02 1.21
O -3.92 1.35 1.30
C -4.90 1.52 2.31
C -5.44 2.92 2.24
O -4.33 3.82 2.07
C -4.64 5.15 2.46
H -4.28 -0.68 1.13
H -2.88 -0.23 2.11
H -2.78 -0.04 0.35
H -4.43 1.34 3.29
H -5.72 0.80 2.21
H -5.96 3.13 3.18
H -6.13 3.05 1.40
H -5.59 5.48 2.03
H -3.86 5.81 2.08
H -4.68 5.24 3.55
C 3.75 -3.43 -1.19
C 3.77 -3.09 0.15
C 4.27 -4.00 1.08
C 4.80 -5.21 0.66
C 4.77 -5.54 -0.69
C 4.26 -4.65 -1.61
H 3.41 -2.70 -1.91
H 3.41 -2.12 0.47
H 4.31 -3.71 2.12
H 5.23 -5.89 1.37
H 5.11 -6.53 -0.99
H 4.15 -4.94 -2.65
C 2.23 2.09 5.26
C 1.95 0.75 5.55
C 1.77 -0.16 4.51
C 1.93 0.26 3.20
C 2.16 1.59 2.92
C 2.33 2.52 3.94
H 2.36 2.80 6.07
H 1.83 0.47 6.58
H 1.50 -1.18 4.74
H 1.83 -0.47 2.40
H 2.22 1.94 1.89
H 2.46 3.57 3.70
C -1.22 -5.17 3.43
C -0.19 -6.08 3.53
C 1.13 -5.65 3.50
C 1.42 -4.30 3.38
C 0.38 -3.38 3.27
C -0.94 -3.82 3.33
H -2.24 -5.53 3.45
H -0.41 -7.14 3.58
H 1.93 -6.38 3.56
H 2.43 -3.90 3.38
H 0.60 -2.33 3.12
H -1.75 -3.10 3.26
C 2.65 -3.51 -5.57
C 2.79 -2.48 -6.48
C 2.32 -1.22 -6.19
C 1.67 -1.00 -4.99
C 1.57 -2.02 -4.04
C 2.03 -3.29 -4.35
H 3.09 -4.47 -5.82
H 3.33 -2.62 -7.41
H 2.48 -0.39 -6.87
H 1.28 -0.02 -4.72
H 1.14 -1.81 -3.07
H 1.87 -4.13 -3.69
*
```

Its max |F| is 2.50 eV/A. As for the gap between HOMO and LUMO: 7.245 eV.


Entry 2:
Molecular formula: C37H58F16N2O8P
Method: DFT, ωB97M-V/def2-TZVPD

```
! RIJCOSX wB97M-V def2-TZVPD def2/J DEFGRID3
* xyz 1 1
C -0.72 5.30 -5.55
O -0.40 6.63 -5.19
C 0.24 6.71 -3.92
C 1.71 6.11 -4.10
C 2.75 6.73 -3.10
C 3.96 5.77 -2.77
C 3.36 4.53 -1.95
C 4.53 3.88 -1.12
C 4.61 2.30 -1.16
C 5.56 1.89 -2.37
O 5.36 2.68 -3.54
C 4.62 2.05 -4.53
C 4.85 0.74 -5.06
C 3.99 0.22 -6.11
C 2.91 0.99 -6.66
C 2.69 2.32 -6.17
C 3.53 2.81 -5.11
C 5.44 1.86 0.15
N 4.57 1.40 1.26
C 3.31 2.20 1.43
O 2.68 1.72 2.60
C 3.04 2.47 3.78
C 3.62 1.47 4.86
C 2.68 0.20 4.88
O 3.71 2.12 6.12
C 2.39 1.81 0.22
P 0.99 3.08 -0.05
N -0.50 2.23 0.34
O 1.19 4.29 1.11
C 3.22 1.55 -1.14
C 3.31 -0.02 -1.35
C 2.79 -0.48 -2.79
C 1.64 -1.57 -2.67
C 0.32 -0.92 -2.11
O -0.71 -1.91 -2.20
C -1.34 -2.05 -0.91
H 0.16 4.67 -5.82
H -1.30 4.74 -4.78
H -1.36 5.34 -6.47
H 0.25 7.74 -3.49
H -0.29 5.98 -3.25
H 1.59 5.01 -3.99
H 2.02 6.41 -5.13
H 2.22 6.95 -2.14
H 3.21 7.69 -3.47
H 4.46 5.35 -3.67
H 4.74 6.24 -2.12
H 2.89 3.87 -2.70
H 2.60 4.99 -1.27
H 4.48 4.29 -0.08
H 5.49 4.26 -1.57
H 6.59 2.13 -2.00
H 5.57 0.79 -2.56
H 5.67 0.13 -4.65
H 4.21 -0.81 -6.46
H 2.26 0.56 -7.45
H 1.88 2.98 -6.55
H 3.35 3.84 -4.74
H 6.03 2.77 0.44
H 6.18 1.09 -0.16
H 4.38 0.40 1.14
H 5.13 1.48 2.13
H 3.48 3.30 1.51
H 3.84 3.23 3.61
H 2.15 2.97 4.23
H 4.63 1.16 4.46
H 2.91 -0.49 4.04
H 2.75 -0.32 5.87
H 1.64 0.57 4.71
H 3.93 1.41 6.76
H 1.85 0.88 0.57
H -0.79 1.70 -0.48
H -0.32 1.51 1.06
H 0.81 5.10 0.73
H 2.53 1.92 -1.95
H 2.72 -0.61 -0.61
H 4.39 -0.34 -1.21
H 3.65 -1.02 -3.26
H 2.43 0.38 -3.40
H 2.00 -2.37 -1.99
H 1.48 -1.95 -3.71
H 0.54 -0.65 -1.04
H 0.10 -0.01 -2.72
H -2.32 -2.56 -1.11
H -0.71 -2.70 -0.26
H -1.58 -1.06 -0.44
C -4.33 -6.59 -1.62
C -5.85 -6.57 -1.86
C -6.54 -5.21 -1.71
F -6.38 -4.68 -0.48
F -7.88 -5.35 -1.90
F -6.43 -7.50 -1.08
F -6.05 -6.97 -3.14
O -3.87 -6.98 -0.32
C -3.86 -6.01 0.68
C -4.88 -6.29 1.79
F -6.13 -6.44 1.29
F -4.92 -5.25 2.66
F -3.99 -4.78 0.14
F -2.62 -6.05 1.22
H -3.94 -7.37 -2.27
H -3.84 -5.67 -1.96
H -6.17 -4.50 -2.44
H -4.62 -7.20 2.33
C -6.04 -3.50 7.41
C -5.55 -4.88 6.94
C -6.11 -5.38 5.61
F -7.46 -5.47 5.60
F -5.64 -6.63 5.34
F -5.77 -5.78 7.93
F -4.20 -4.80 6.80
O -7.13 -3.46 8.33
C -8.42 -3.56 7.82
C -9.11 -4.87 8.22
F -8.38 -5.95 7.88
F -10.31 -4.98 7.59
F -8.40 -3.36 6.49
F -9.12 -2.53 8.34
H -5.21 -3.07 7.98
H -6.19 -2.81 6.58
H -5.81 -4.73 4.79
H -9.28 -4.90 9.30
*
```

Its max |F| is 3.19 eV/A. As for the gap between HOMO and LUMO: 8.283 eV. The energy above the lowest of the compared OMol25 structures with the same formula, charge and spin is 0.0 kcal/mol.


Entry 3:
Molecular formula: C3H3Br2N
Method: DFT, ωB97M-V/def2-TZVPD

```
! RIJCOSX wB97M-V def2-TZVPD def2/J DEFGRID3
* xyz 0 1
N 0.07 3.33 -0.75
C 0.40 2.31 -0.41
C 0.85 0.72 0.18
Br 2.14 0.20 -1.09
C -0.31 -0.30 0.29
Br -1.98 0.45 0.97
H 1.47 0.88 1.04
H -0.55 -0.63 -0.69
H -0.21 -1.07 1.09
*
```

Its SMILES is N#C[C@H](Br)CBr. Its max |F| is 8.52 eV/A. As for the gap between HOMO and LUMO: 11.114 eV. The energy above the lowest of the compared OMol25 structures with the same formula, charge and spin is 25.5 kcal/mol.


Entry 4:
Molecular formula: C28H58N2O18S3
Method: DFT, ωB97M-V/def2-TZVPD

```
! RIJCOSX wB97M-V def2-TZVPD def2/J DEFGRID3
* xyz 0 1
O 4.04 -3.95 2.43
S 4.02 -3.22 3.64
O 5.14 -3.21 4.50
O 3.54 -1.72 3.39
C 2.79 -1.27 4.53
C 2.10 -2.52 5.10
O 2.72 -3.64 4.45
H 3.49 -0.83 5.23
H 2.11 -0.50 4.17
H 1.04 -2.57 4.87
H 2.31 -2.59 6.17
O 0.06 -2.00 2.69
S 0.11 -1.61 1.33
O 0.46 -2.53 0.32
O -1.32 -0.94 0.99
C -1.21 0.46 0.80
C 0.12 0.89 1.40
O 0.95 -0.30 1.15
H -1.28 0.78 -0.24
H -1.97 0.97 1.39
H 0.11 1.09 2.47
H 0.64 1.65 0.83
O 6.53 -0.63 -1.72
S 5.44 -1.52 -1.61
O 5.47 -2.77 -2.25
O 5.09 -1.66 -0.07
C 3.67 -1.63 0.15
C 3.15 -0.69 -0.96
O 4.09 -0.77 -2.01
H 3.28 -2.64 0.05
H 3.53 -1.22 1.14
H 3.07 0.32 -0.58
H 2.19 -1.07 -1.31
C -2.58 -3.16 -1.05
N -2.98 -4.44 -1.63
C -2.87 -4.80 -2.94
C -2.21 -3.81 -3.87
O -3.35 -5.84 -3.35
H -3.35 -2.41 -1.26
H -1.67 -2.80 -1.52
H -2.44 -3.28 0.02
H -3.10 -5.20 -0.98
H -2.78 -2.88 -3.87
H -2.23 -4.27 -4.86
H -1.18 -3.58 -3.61
C -3.07 2.98 3.65
N -2.33 4.22 3.59
C -1.32 4.36 2.70
C -0.50 5.62 2.82
O -1.10 3.50 1.85
H -2.39 2.13 3.74
H -3.66 2.81 2.74
H -3.74 2.98 4.50
H -2.35 4.79 4.42
H -1.08 6.45 2.41
H 0.47 5.53 2.35
H -0.40 5.90 3.87
C 0.82 1.39 -3.78
C 0.08 1.12 -2.47
C -0.94 0.08 -2.93
O -0.15 -0.77 -3.73
C 0.77 0.03 -4.50
H 1.81 1.81 -3.61
H 0.25 2.13 -4.36
H -0.30 2.03 -2.01
H 0.75 0.58 -1.79
H -1.80 0.48 -3.48
H -1.34 -0.50 -2.09
H 0.34 0.17 -5.49
H 1.72 -0.49 -4.46
C 0.96 -6.75 0.60
C 0.24 -6.81 1.95
C -1.22 -6.47 1.58
O -1.27 -6.28 0.18
C 0.04 -5.92 -0.27
H 0.92 -7.74 0.14
H 2.02 -6.47 0.58
H 0.62 -6.06 2.65
H 0.39 -7.80 2.37
H -1.49 -5.51 2.04
H -1.88 -7.27 1.91
H 0.19 -4.84 -0.17
H 0.07 -6.13 -1.34
C 2.91 5.26 -0.25
C 1.76 4.25 -0.13
C 0.64 4.94 -0.97
O 1.25 5.99 -1.68
C 2.21 6.52 -0.78
H 3.65 5.01 -1.00
H 3.44 5.48 0.68
H 1.42 4.11 0.89
H 2.02 3.30 -0.60
H -0.18 5.30 -0.32
H 0.16 4.22 -1.63
H 1.71 7.15 -0.03
H 2.90 7.16 -1.32
C -4.54 2.91 -2.23
C -4.42 3.85 -1.03
C -2.96 3.69 -0.69
O -2.29 3.40 -1.93
C -3.25 3.23 -2.96
H -5.50 3.01 -2.74
H -4.50 1.87 -1.89
H -5.13 3.61 -0.24
H -4.62 4.86 -1.38
H -2.78 2.80 -0.06
H -2.43 4.49 -0.17
H -2.95 2.50 -3.71
H -3.39 4.17 -3.52
*
```

Its SMILES is O=S1(=O)OCCO1.O=S1(=O)OCCO1.O=S1(=O)OCCO1.CNC(C)=O.CNC(C)=O.C1CCOC1.C1CCOC1.C1CCOC1.C1CCOC1. Its max |F| is 1.89 eV/A. As for the gap between HOMO and LUMO: 8.512 eV.


Entry 5:
Molecular formula: CdF12N3O12PS6
Method: DFT, ωB97M-V/def2-TZVPD

```
! RIJCOSX wB97M-V def2-TZVPD def2/J DEFGRID3
* xyz -2 1
Cd 0.22 -0.14 0.14
N 2.33 -0.06 -2.15
S 3.89 -0.19 -2.13
O 4.53 1.05 -1.88
O 4.61 -1.18 -2.92
F 3.95 -0.98 -0.73
S 2.43 0.11 -3.91
O 2.21 -1.07 -4.74
O 3.14 1.25 -4.46
F 0.96 0.68 -3.95
N -2.25 -1.80 -0.72
S -2.43 -3.06 -1.83
O -2.95 -2.59 -3.12
O -2.67 -4.41 -1.38
F -0.83 -3.04 -2.08
S -3.74 -1.84 -0.31
O -4.23 -2.99 0.46
O -4.65 -1.25 -1.26
F -3.72 -0.75 0.86
N 0.78 -0.88 3.05
S 0.54 0.01 4.55
O 1.53 -0.24 5.60
O -0.82 0.36 4.86
F 1.01 1.40 3.79
S 1.02 -2.20 3.85
O -0.02 -2.67 4.75
O 2.42 -2.57 4.11
F 0.82 -3.14 2.54
P -1.14 4.57 -0.11
F -0.64 5.36 1.24
F 0.30 4.00 -0.52
F -1.44 3.19 0.68
F -1.72 3.99 -1.52
F -2.60 5.17 0.17
F -0.81 5.93 -0.92
*
```

Its max |F| is 8.65 eV/A. As for the gap between HOMO and LUMO: 4.408 eV. The energy above the lowest of the compared OMol25 structures with the same formula, charge and spin is 70.1 kcal/mol.


Entry 6:
Molecular formula: C31H20BrCl2N5O5Ti
Method: DFT, ωB97M-V/def2-TZVPD

```
! RIJCOSX wB97M-V def2-TZVPD def2/J DEFGRID3
* xyz 0 1
Ti 0.23 -1.14 0.41
O 0.52 -2.42 -0.79
C 1.55 -3.05 -1.34
C 1.46 -3.56 -2.64
C 2.51 -4.24 -3.19
C 3.69 -4.45 -2.47
C 3.79 -3.95 -1.19
C 2.74 -3.23 -0.61
C 2.84 -2.72 0.74
N 1.92 -2.00 1.27
N 2.07 -1.64 2.59
C 1.01 -1.02 3.01
O -0.02 -0.80 2.24
C 0.92 -0.64 4.43
C 2.05 -0.63 5.25
C 1.92 -0.32 6.60
C 0.68 -0.02 7.13
C -0.45 -0.01 6.31
C -0.33 -0.31 4.97
H 0.53 -3.40 -3.18
H 2.43 -4.63 -4.20
H 4.51 -5.00 -2.90
H 4.70 -4.11 -0.61
H 3.71 -2.98 1.34
H 3.01 -0.88 4.82
H 2.80 -0.31 7.23
H 0.58 0.20 8.19
H -1.42 0.22 6.73
H -1.19 -0.32 4.32
Br -6.22 3.20 -1.54
C -4.51 3.76 -2.14
C -4.33 4.07 -3.48
C -3.08 4.47 -3.91
C -2.00 4.50 -3.03
C -2.21 4.22 -1.68
C -3.47 3.85 -1.23
N -0.77 4.96 -3.54
N 0.33 4.55 -3.14
C 0.50 3.47 -2.26
C 1.47 3.61 -1.28
C 1.76 2.60 -0.35
C 1.09 1.39 -0.42
O 1.31 0.35 0.36
C 0.12 1.22 -1.44
N -0.46 -0.01 -1.44
C -1.27 -0.33 -2.42
C -1.55 0.56 -3.47
C -1.00 1.82 -3.46
C -0.16 2.21 -2.40
H -5.16 4.03 -4.16
H -2.91 4.74 -4.95
H -1.39 4.30 -0.98
H -3.64 3.64 -0.19
H 1.99 4.55 -1.21
H 2.52 2.73 0.40
H -1.73 -1.31 -2.38
H -2.18 0.25 -4.28
H -1.21 2.50 -4.27
Cl -1.15 -5.17 0.94
C -1.06 -3.55 1.65
Cl -1.40 -3.58 3.38
C -2.11 -2.61 0.95
O -3.26 -2.93 0.93
O -1.59 -1.52 0.45
H -0.03 -3.21 1.52
*
```

Its max |F| is 2.15 eV/A. As for the gap between HOMO and LUMO: 7.236 eV. The energy above the lowest of the compared OMol25 structures with the same formula, charge and spin is 13.5 kcal/mol.


Entry 7:
Molecular formula: CH6N2
Method: DFT, ωB97M-V/def2-TZVPD

```
! RIJCOSX wB97M-V def2-TZVPD def2/J DEFGRID3
* xyz 0 1
N -0.48 -1.12 0.27
C -0.46 0.32 0.10
N 0.91 0.79 -0.25
H 0.45 -1.49 0.34
H -1.05 -1.67 -0.35
H -0.75 0.79 1.05
H -1.15 0.60 -0.68
H 1.01 1.68 0.15
H 0.95 0.92 -1.23
*
```

Its SMILES is NCN. Its max |F| is 1.66 eV/A. As for the gap between HOMO and LUMO: 10.117 eV. The energy above the lowest of the compared OMol25 structures with the same formula, charge and spin is 4.2 kcal/mol.


Entry 8:
Molecular formula: H16O8
Method: DFT, ωB97M-V/def2-TZVPD

```
! RIJCOSX wB97M-V def2-TZVPD def2/J DEFGRID3
* xyz 0 1
O 5.44 25.20 25.13
H 5.98 25.51 24.40
H 4.75 25.86 25.22
O 0.95 25.60 22.89
H 0.72 24.68 22.77
H 1.74 25.59 23.43
O 1.02 29.57 23.96
H 1.26 30.35 23.46
H 0.32 29.17 23.45
O 5.88 28.00 27.31
H 5.26 28.23 26.63
H 6.16 28.84 27.68
O 1.35 24.39 27.49
H 1.32 25.33 27.35
H 1.59 24.03 26.63
O 2.91 27.29 25.45
H 2.73 27.89 24.73
H 2.20 27.45 26.08
O 1.07 27.08 27.49
H 1.29 26.98 28.42
H 0.14 27.28 27.47
O 3.65 30.93 23.91
H 4.00 30.16 24.34
H 3.91 30.84 22.99
*
```

Its SMILES is O.O.O.O.O.O.O.O. Its max |F| is 0.96 eV/A. As for the gap between HOMO and LUMO: 11.097 eV. The energy above the lowest of the compared OMol25 structures with the same formula, charge and spin is 52.0 kcal/mol.